25
Properties=species:S:1:pos:R:3 method="wB97M-V/def2-TZVPD" e_homo_ev=-7.932 e_above_lowest_ev=2.200 gap_ev=8.226 max_force_ev_per_a=4.67 smiles="CC(C)=C/N=C/c1ccccc1"
C -0.0291 2.3921 -2.5588
C -0.5552 2.7929 -1.2409
C -0.9308 4.1928 -0.8421
C -0.7777 1.8527 -0.2497
N -0.5677 0.4623 -0.3023
C -1.5570 -0.2964 0.0124
C -1.2967 -1.6354 0.5657
C -2.3486 -2.1832 1.3604
C -1.9957 -3.4781 1.9912
C -0.9291 -4.2418 1.5867
C 0.0358 -3.6479 0.7620
C -0.1344 -2.3795 0.2490
H -0.1186 1.3253 -2.8100
H -0.6206 2.9147 -3.2651
H 1.0200 2.7054 -2.6275
H -0.0585 4.7826 -0.5478
H -1.6560 4.1824 0.0110
H -1.3201 4.7051 -1.7448
H -1.2453 2.2667 0.6542
H -2.5484 0.1200 0.1549
H -3.2709 -1.6564 1.5258
H -2.7452 -3.8237 2.6777
H -0.7175 -5.2614 1.9348
H 1.0684 -4.1056 0.5645
H 0.5467 -1.9591 -0.5793